w | Computed, not measured: the molecule C4H10N2O, with ωB97M-V/def2-TZVPD.

Geometry (Å):
C: -0.117 -0.208 0.841
C: 1.224 0.151 1.565
C: 2.385 -0.225 0.732
O: 2.554 0.120 -0.412
N: -0.266 0.516 -0.416
C: -1.571 0.512 -0.983
N: -2.003 -0.760 -1.608
H: -0.123 -1.299 0.724
H: -0.905 0.148 1.482
H: 1.283 -0.288 2.562
H: 1.185 1.232 1.704
H: 3.225 -0.822 1.203
H: 0.502 0.687 -1.031
H: -1.555 1.323 -1.733
H: -2.368 0.816 -0.305
H: -2.291 -0.594 -2.568
H: -1.160 -1.309 -1.757

- E_HOMO: -8.57 eV
- SMILES: NCNCCC=O
- Spin multiplicity: 1
- HOMO-LUMO gap: 9.4 eV

Atomic partial charges in e from the natural (NBO) method, atoms 1 to 6: atom 1 (C): -0.188, atom 2 (C): -0.530, atom 3 (C): 0.443, atom 4 (O): -0.535, atom 5 (N): -0.674, atom 6 (C): -0.047



x | Computed, not measured: a structure of composition C4H10N2O, with ωB97M-V/def2-TZVPD.

Geometry (Å):
C: 0.411 0.673 1.030
C: 0.964 -0.698 -1.364
C: -0.330 1.764 0.278
N: -1.427 -1.234 0.270
N: -0.239 -1.180 -1.671
C: -0.567 -1.239 1.184
O: -0.094 -1.774 2.133
H: -1.601 -2.084 -0.248
H: -0.849 -0.457 -2.054
H: 1.471 0.871 1.196
H: 0.013 0.635 2.047
H: 1.331 0.210 -1.848
H: 1.722 -1.456 -1.162
H: 0.782 -0.166 -0.091
H: -1.368 1.465 0.123
H: 0.124 1.986 -0.688
H: -0.342 2.685 0.864

- E_HOMO: -9.12 eV
- Spin multiplicity: 1
- HOMO-LUMO gap: 8.7 eV

Atomic partial charges in e from the natural (NBO) method, atoms 1 to 6: atom 1 (C): -0.603, atom 2 (C): -0.335, atom 3 (C): -0.636, atom 4 (N): -0.787, atom 5 (N): -0.492, atom 6 (C): 0.816



y | Computed, not measured: the molecule C4H10N2O, with ωB97M-V/def2-TZVPD.

Geometry (Å):
C: -0.876 0.519 0.914
C: -1.919 -0.568 0.640
C: -0.122 0.862 -0.322
N: -0.527 1.454 -1.324
H: -0.197 0.204 1.711
H: -1.392 1.423 1.245
H: -2.581 -0.246 -0.158
H: -2.509 -0.752 1.534
H: -1.448 -1.500 0.340
C: 1.504 -1.034 -0.315
N: 1.388 0.444 -0.364
O: 1.932 0.959 -1.454
H: 0.300 1.569 -1.972
H: 1.824 0.827 0.498
H: 1.082 -1.436 0.605
H: 0.981 -1.431 -1.184
H: 2.558 -1.294 -0.395

- E_HOMO: -9.12 eV
- SMILES: [H]/N=C(/CC)[N@@H+](C)[O-]
- Spin multiplicity: 1
- HOMO-LUMO gap: 9.8 eV

Atomic partial charges in e from the natural (NBO) method, atoms 1 to 6: atom 1 (C): -0.485, atom 2 (C): -0.590, atom 3 (C): 0.392, atom 4 (N): -0.591, atom 5 (H): 0.203, atom 6 (H): 0.242



z | Computed, not measured: a cluster of 2 separate species, C4H10N2O in total, with ωB97M-V/def2-TZVPD.

Geometry (Å):
C: 1.035 1.765 -0.297
C: 0.208 0.633 -0.641
C: -1.872 -0.706 -0.641
C: -0.745 0.000 0.090
N: 2.257 -1.135 0.922
N: 1.338 -1.217 0.042
O: -0.749 0.166 1.412
H: 1.610 2.060 -1.093
H: 0.747 2.686 0.141
H: 0.144 0.389 -1.736
H: -2.186 0.146 -1.237
H: -1.660 -1.655 -1.190
H: -2.824 -0.857 -0.030
H: 1.685 1.313 0.451
H: 2.119 -1.583 1.846
H: 0.410 -1.856 0.088
H: -1.518 -0.146 1.873

- E_HOMO: -7.43 eV
- SMILES: [H]/N=N\[H].C/C=C(/C)O
- Spin multiplicity: 1
- HOMO-LUMO gap: 8.0 eV

Atomic partial charges in e from the natural (NBO) method, atoms 1 to 6: atom 1 (C): -0.668, atom 2 (C): -0.182, atom 3 (C): -0.692, atom 4 (C): 0.272, atom 5 (N): -0.368, atom 6 (N): -0.313



Short version: w, y, z, x, most stable first.



w | Computed, not measured: the molecule C4H12N2O, with ωB97M-V/def2-TZVPD.

Geometry (Å):
C: 0.341 1.076 -1.596
O: -0.316 2.335 -1.453
C: 0.415 0.417 -0.211
C: -0.220 -0.971 -0.205
C: -0.506 -1.472 1.205
N: -1.464 -0.577 1.873
N: 1.794 0.323 0.329
H: 1.332 1.233 -2.017
H: -0.233 0.433 -2.271
H: -0.302 2.821 -2.284
H: -0.135 1.069 0.458
H: 0.468 -1.660 -0.699
H: -1.145 -0.953 -0.780
H: 0.434 -1.430 1.755
H: -0.875 -2.495 1.168
H: -2.346 -0.623 1.359
H: -1.703 -0.953 2.786
H: 2.488 0.362 -0.405
H: 1.973 1.066 0.989

- E_HOMO: -9.13 eV
- SMILES: NCC[C@@H](N)CO
- Spin multiplicity: 1
- HOMO-LUMO gap: 10.1 eV

Atomic partial charges in e from the natural (NBO) method, atoms 1 to 6: atom 1 (C): -0.059, atom 2 (O): -0.727, atom 3 (C): -0.093, atom 4 (C): -0.401, atom 5 (C): -0.221, atom 6 (N): -0.836



x | Computed, not measured: a cluster of 2 separate species, C4H12N2O in total, with ωB97M-V/def2-TZVPD.

Geometry (Å):
C: -0.144 2.160 -0.948
C: -1.477 -0.493 1.014
C: -0.066 -0.831 0.570
C: 1.280 -1.926 -1.203
H: 0.085 1.549 1.058
H: -0.199 3.151 1.030
H: -0.574 3.050 -1.375
H: 0.783 2.508 -1.298
H: -0.554 1.162 -1.490
H: -1.791 -0.815 2.087
H: -2.234 -0.918 0.312
H: -1.880 0.437 0.715
H: -0.664 -2.517 -0.388
H: 1.953 -0.956 -0.996
H: 1.891 -2.835 -0.828
H: 1.228 -2.058 -2.315
N: -0.418 2.263 0.499
N: 0.039 -1.503 -0.673
O: 0.880 -0.067 1.014

- E_HOMO: -8.43 eV
- SMILES: CNC(C)=O.CN
- Spin multiplicity: 1
- HOMO-LUMO gap: 9.1 eV

Atomic partial charges in e from the natural (NBO) method, atoms 1 to 6: atom 1 (C): -0.432, atom 2 (C): -0.754, atom 3 (C): 0.668, atom 4 (C): -0.450, atom 5 (H): 0.391, atom 6 (H): 0.363



y | Computed, not measured: a cluster of 2 separate species, C4H12N2O in total, with ωB97M-V/def2-TZVPD.

Geometry (Å):
C: 1.986 0.610 0.980
O: 2.482 -0.733 0.777
C: 1.233 0.965 -0.276
N: 0.580 2.275 -0.145
H: 1.338 0.607 1.860
H: 2.814 1.306 1.121
H: 3.227 -0.848 1.376
H: 1.955 0.997 -1.092
H: 0.497 0.194 -0.496
H: -0.279 2.148 0.372
H: 0.298 2.633 -1.047
C: -1.296 -1.699 -1.029
C: -2.889 -0.645 0.278
N: -2.023 -0.480 -0.622
H: -1.469 -1.802 -2.098
H: -1.701 -2.572 -0.509
H: -0.238 -1.559 -0.836
H: -3.487 0.205 0.594
H: -3.029 -1.602 0.793

- E_HOMO: -9.23 eV
- SMILES: C=NC.NCCO
- Spin multiplicity: 1
- HOMO-LUMO gap: 10.2 eV

Atomic partial charges in e from the natural (NBO) method, atoms 1 to 6: atom 1 (C): -0.065, atom 2 (O): -0.734, atom 3 (C): -0.235, atom 4 (N): -0.837, atom 5 (H): 0.156, atom 6 (H): 0.168



Short version: w, y, x, most stable first.



w | Computed, not measured: the molecule C4H12N2O, with ωB97M-V/def2-TZVPD.

Geometry (Å):
N: -1.594 -0.147 -1.185
C: -1.036 -1.269 -0.469
C: -0.866 -0.946 1.002
N: 0.149 0.061 1.218
C: 1.437 0.158 0.565
C: 1.612 1.457 -0.291
O: 0.498 1.722 -1.116
H: -0.215 1.071 -1.022
H: -2.270 0.538 -0.933
H: -1.670 -0.270 -2.183
H: -1.660 -2.168 -0.605
H: -0.105 -1.644 -0.904
H: -0.657 -1.888 1.534
H: -1.777 -0.470 1.368
H: 0.142 0.546 2.100
H: 1.691 -0.740 0.004
H: 2.180 0.283 1.361
H: 1.624 2.272 0.451
H: 2.519 1.434 -0.893

- E_HOMO: -8.21 eV
- SMILES: NCCNCCO
- Spin multiplicity: 1
- HOMO-LUMO gap: 9.3 eV

Atomic partial charges in e from the natural (NBO) method, atoms 1 to 6: atom 1 (N): -0.887, atom 2 (C): -0.220, atom 3 (C): -0.205, atom 4 (N): -0.665, atom 5 (C): -0.244, atom 6 (C): -0.059



x | Computed, not measured: the molecule C4H12N2O, with ωB97M-V/def2-TZVPD.

Geometry (Å):
C: -0.055 0.191 0.092
C: 0.915 -0.526 -0.783
C: -1.535 -0.466 -0.346
C: 0.195 0.008 1.578
N: 2.362 0.136 -0.711
N: -2.585 -0.113 0.573
O: 2.301 1.461 -1.271
H: 2.693 1.367 -2.148
H: 2.613 0.304 0.263
H: -0.086 1.252 -0.168
H: -2.725 0.890 0.617
H: -3.359 -0.763 0.522
H: 1.061 -1.566 -0.487
H: 0.663 -0.455 -1.842
H: -1.725 -0.089 -1.361
H: -1.484 -1.556 -0.391
H: 1.078 0.558 1.900
H: 0.318 -1.046 1.822
H: -0.645 0.412 2.139

- E_HOMO: -8.69 eV
- SMILES: C[C@H](CN)CNO
- Spin multiplicity: 1
- HOMO-LUMO gap: 9.8 eV

Atomic partial charges in e from the natural (NBO) method, atoms 1 to 6: atom 1 (C): -0.245, atom 2 (C): -0.237, atom 3 (C): -0.198, atom 4 (C): -0.621, atom 5 (N): -0.344, atom 6 (N): -0.872



y | Computed, not measured: the molecule C4H12N2O, with ωB97M-V/def2-TZVPD.

Geometry (Å):
N: 3.020 -0.543 -0.551
C: 2.187 -0.350 0.645
C: 1.078 0.673 0.333
N: 0.001 0.120 -0.505
C: -1.024 -0.794 0.060
C: -2.359 -0.028 0.499
O: -2.750 0.963 -0.487
H: -3.209 0.467 -1.181
H: 3.451 -1.456 -0.591
H: 2.567 -0.336 -1.444
H: 2.756 0.143 1.436
H: 1.779 -1.324 0.987
H: 0.698 0.985 1.311
H: 1.491 1.530 -0.194
H: -0.554 0.894 -0.853
H: -1.334 -1.561 -0.650
H: -0.546 -1.298 0.904
H: -2.235 0.646 1.376
H: -3.155 -0.732 0.818

- E_HOMO: -8.64 eV
- SMILES: NCCNCCO
- Spin multiplicity: 1
- HOMO-LUMO gap: 9.5 eV

Atomic partial charges in e from the natural (NBO) method, atoms 1 to 6: atom 1 (N): -0.864, atom 2 (C): -0.219, atom 3 (C): -0.220, atom 4 (N): -0.647, atom 5 (C): -0.247, atom 6 (C): -0.095



Short version: y, w, x, most stable first.